The following is a quantum chemistry calculation of a molecular structure, C81H176F6N12O14S6, from OMol25.

Properties
F_max in eV/A: 14.154
Calculated total energy in hartree: -7887.8145
Charge: +6
Kohn-Sham gap in eV: 0.811
Spin multiplicity: 1

The geometry in XYZ format:
```
295
Properties=species:S:1:pos:R:3:forces:R:3
C 21.3348 11.7253 22.0535 0.4 -1.8 -0.2
C 22.7266 11.2261 21.5234 -1.3 -0.4 -1.2
C 23.9070 11.3315 22.4155 0.6 0.6 1.8
N 25.2097 10.6387 21.9601 -1.1 -1.8 -1.9
C 25.1447 9.0615 22.1068 -1.3 1.2 0.5
C 26.3011 8.3087 21.4406 0.3 0.8 1.1
C 26.4760 8.6605 19.9740 0.2 0.2 0.1
C 26.5879 10.1743 19.7972 -0.1 0.4 1.6
C 25.4140 10.9356 20.4671 0.2 0.4 0.4
C 26.2969 11.1723 22.7480 -0.1 1.8 1.5
H 21.3749 12.7377 22.3560 0.2 1.2 0.3
H 20.9436 11.1264 22.9241 0.3 0.4 -1.1
H 20.6901 11.6694 21.1424 0.1 -0.1 1.1
H 22.9197 11.9293 20.6979 -0.1 -0.7 -0.2
H 22.5897 10.1731 21.1604 0.1 1.0 0.0
H 23.6378 10.9765 23.4630 0.8 0.4 -1.2
H 24.1898 12.4121 22.4284 -0.2 -0.8 0.6
H 24.1758 8.8242 21.6661 0.1 -0.1 -0.4
H 24.9336 8.9011 23.1878 0.9 -0.1 -0.6
H 26.0987 7.2460 21.5606 0.1 0.0 0.1
H 27.2305 8.5466 21.9998 -0.4 -0.3 -0.3
H 25.6301 8.2589 19.4247 -0.1 0.0 -0.3
H 27.3896 8.1724 19.6083 -0.3 0.1 0.0
H 26.5519 10.4771 18.7804 0.0 0.1 -1.1
H 27.5699 10.5321 20.1831 -0.7 -0.2 -0.1
H 24.4610 10.7863 19.9532 0.3 -0.6 0.2
H 25.5328 12.0224 20.4604 0.4 0.0 -0.2
H 26.2930 12.3170 22.6456 0.1 -1.7 0.3
H 27.2528 10.7615 22.4884 0.3 -0.2 -0.3
H 26.0601 10.8616 23.7852 0.4 0.6 -0.4
C 14.6227 12.8138 21.2929 -0.7 0.1 -0.5
C 13.3379 12.3150 22.0175 0.5 -0.1 0.4
C 12.3220 13.4264 22.3320 0.6 0.2 1.3
N 11.4177 13.2435 23.6217 -0.9 -1.1 -2.3
C 10.5100 14.4605 23.7996 0.6 -0.2 -0.6
C 9.3875 14.6118 22.7228 1.8 2.1 1.0
C 8.6062 13.3770 22.5550 -0.9 -0.6 -1.1
C 9.5025 12.1857 22.2883 0.1 -0.7 0.7
C 10.5547 11.9706 23.4156 0.4 1.4 -1.1
C 12.2169 13.1122 24.8197 0.7 1.1 0.8
H 14.3583 13.0090 20.2379 0.2 0.0 0.4
H 15.3631 12.0074 21.3093 -0.1 0.2 0.0
H 15.0675 13.7384 21.6689 -0.1 -0.2 0.3
H 13.6537 11.8319 22.9611 -0.2 0.1 -0.5
H 12.9755 11.5459 21.3423 -0.6 -0.2 0.3
H 11.6645 13.6839 21.5239 -0.3 -0.1 -0.3
H 12.9290 14.3010 22.5559 -0.3 0.1 0.2
H 11.2353 15.2856 23.8173 -0.5 0.1 -0.1
H 10.1019 14.3524 24.8175 -0.1 0.0 -0.5
H 9.7749 15.0741 21.7811 -0.1 -0.7 0.6
H 8.8274 15.4318 23.1734 -0.5 0.0 -0.2
H 7.8602 13.5086 21.7334 0.6 -0.3 0.6
H 8.0430 13.1314 23.4389 -0.4 0.2 0.6
H 9.8618 12.1774 21.2722 0.7 0.1 -0.2
H 8.8624 11.3228 22.3378 -0.2 -0.6 0.0
H 11.3083 11.2021 23.2353 -0.5 -0.2 -0.1
H 10.0513 11.7998 24.3525 -0.2 -0.1 0.4
H 11.5758 13.0469 25.6973 0.0 -0.2 -0.1
H 12.7957 14.0283 24.8898 0.1 0.2 0.2
H 12.9380 12.3214 24.7986 0.0 -0.7 -0.2
C 11.9161 19.5909 19.3605 0.8 0.8 0.2
C 11.9311 19.4819 17.8581 0.3 0.4 -1.4
C 11.8828 20.9148 17.2839 0.5 0.1 -0.8
N 11.7770 21.0302 15.7346 -0.9 -0.2 0.2
C 11.7981 22.5167 15.4085 0.0 0.9 -0.6
C 13.1836 23.1966 15.6859 -2.1 -1.0 1.5
C 14.2553 22.4223 15.0454 -0.1 -1.0 -1.3
C 14.1908 20.9052 15.3933 1.6 1.9 0.2
C 12.8699 20.3009 15.0164 1.1 0.1 1.9
C 10.4937 20.4067 15.2465 0.6 -1.2 1.1
H 12.2340 18.6720 19.8329 0.3 -0.1 0.2
H 10.9509 19.8474 19.7868 -0.2 0.1 -0.2
H 12.6216 20.4310 19.5723 -0.4 -0.8 0.5
H 11.1268 18.8584 17.4815 -0.3 0.0 0.0
H 12.8614 19.0155 17.4643 -0.4 0.2 0.6
H 12.8325 21.4534 17.4850 -0.7 -0.5 0.3
H 11.0640 21.5277 17.6836 0.1 -0.3 -0.1
H 10.9804 22.9659 15.9985 0.4 -0.2 -0.2
H 11.5182 22.6920 14.3411 0.2 -0.6 0.7
H 13.2643 23.2889 16.7610 0.3 0.1 0.4
H 13.1622 24.1780 15.2939 -0.3 1.1 -0.4
H 15.2375 22.8128 15.2384 0.4 0.2 0.2
H 14.0175 22.6331 13.9955 0.7 -0.7 -0.4
H 14.5015 20.8993 16.4502 -0.6 -0.6 -0.1
H 15.0432 20.4420 14.9113 -0.2 -0.5 -0.4
H 12.8499 19.2329 15.2750 -0.4 0.4 -0.3
H 12.6999 20.4879 13.9917 -0.3 -0.2 -1.3
H 10.4431 20.3177 14.1840 0.2 0.7 -0.8
H 9.6610 20.9331 15.6610 -0.5 0.3 0.2
H 10.5109 19.3472 15.5760 -0.2 0.8 0.1
C 22.6527 20.6427 27.3659 1.1 0.3 1.2
C 23.9696 19.9226 27.8603 -1.9 -1.0 -0.3
C 25.1179 20.7707 27.5190 0.8 1.5 -0.1
N 26.4935 20.1920 27.6697 0.5 -0.5 -1.2
C 26.6347 19.0177 26.6891 -0.4 -0.4 2.1
C 28.0295 18.4283 26.6775 0.3 -0.1 0.3
C 29.0774 19.4608 26.3446 0.0 1.0 -1.4
C 28.9409 20.7065 27.2146 1.2 -0.5 1.2
C 27.5456 21.2105 27.2463 -1.6 1.7 0.6
C 26.6811 19.7459 29.0672 0.8 -1.7 -0.2
H 22.7555 20.9201 26.3150 0.0 0.1 0.2
H 22.5469 21.5259 28.0207 -0.3 -0.1 -0.6
H 21.7635 20.0253 27.4608 0.2 -0.2 0.1
H 23.9544 18.9680 27.3323 0.4 -0.1 0.2
H 23.9881 19.7634 28.9409 -0.5 -0.2 -0.1
H 25.0469 21.6880 28.1433 0.4 -0.4 -0.4
H 25.0715 21.0571 26.4896 -0.1 0.4 -0.7
H 26.2141 19.3155 25.7491 0.1 0.3 -0.6
H 25.9610 18.3105 27.1530 -0.2 -0.5 -0.5
H 27.9726 17.5233 26.0580 0.3 0.4 -0.1
H 28.3189 18.0867 27.6643 -0.4 -0.4 0.4
H 28.9318 19.8064 25.3110 -0.1 -0.1 0.0
H 30.1156 19.1552 26.3539 0.0 -0.6 0.3
H 29.6251 21.4772 26.8454 -0.4 0.1 -0.1
H 29.3365 20.5488 28.2469 -0.4 -0.2 -0.6
H 27.2505 21.5528 26.2439 -0.1 -0.2 0.2
H 27.3686 22.0760 27.9346 0.5 -0.6 -0.5
H 26.1909 18.7216 29.2267 0.8 1.6 -0.2
H 26.2409 20.4971 29.6755 -0.3 0.5 0.8
H 27.7699 19.7126 29.2539 -0.8 -0.3 0.2
C 21.2235 15.8558 14.3043 -1.4 0.1 -0.2
C 20.1883 15.7324 13.1853 -0.4 -1.9 -0.5
C 20.7901 15.9730 11.8268 -1.0 0.3 -0.2
N 19.7843 16.1265 10.6769 0.4 -1.5 -0.1
C 20.5433 16.1157 9.3844 -0.1 2.3 -1.9
C 21.2698 14.8574 8.9614 0.0 0.0 -0.3
C 20.2875 13.7122 8.9336 -1.5 -1.1 0.9
C 19.3721 13.6366 10.1994 0.8 1.3 0.2
C 18.7290 15.0372 10.4992 0.2 -1.7 0.9
C 18.9767 17.3413 10.8671 -0.5 -1.0 -0.5
H 20.5453 15.9047 15.1674 1.0 -0.1 0.4
H 21.7670 16.8030 14.2146 0.1 -0.3 0.2
H 21.8664 14.9770 14.3194 0.2 0.3 0.2
H 19.3096 16.3098 13.4168 -0.1 0.8 -0.1
H 19.7621 14.6948 13.1598 0.5 0.6 0.3
H 21.4616 15.1849 11.5672 0.3 -0.6 -0.2
H 21.3810 16.8783 11.8512 0.0 0.5 -0.4
H 21.1978 17.0289 9.3036 -0.6 -0.8 0.5
H 19.7384 16.2812 8.6282 0.6 0.0 0.4
H 22.1829 14.6792 9.5462 -0.3 -0.2 0.0
H 21.6002 15.0042 7.9144 0.0 0.3 0.6
H 20.7659 12.7422 8.8212 0.2 0.0 -0.1
H 19.5475 13.7722 8.1241 0.6 0.3 -0.3
H 19.9689 13.3965 11.0922 -0.1 -0.1 -0.2
H 18.6353 12.8363 10.0900 -0.1 0.4 0.0
H 18.1815 15.0291 11.4378 0.0 -0.3 0.2
H 17.9700 15.3569 9.7730 0.7 0.1 -0.2
H 18.4379 17.4376 9.9050 0.2 0.9 0.9
H 19.6206 18.0883 11.2214 0.8 1.7 -0.4
H 18.3399 17.1492 11.7244 -0.5 -0.1 -0.3
C 17.5733 27.6502 21.9299 0.4 -0.8 0.0
C 16.4061 26.6992 22.3557 1.0 0.1 -0.8
C 16.3940 25.3633 21.5457 0.1 0.8 0.1
N 15.5693 24.2396 22.1686 2.0 -0.9 0.5
C 15.5032 23.0781 21.1924 -1.6 0.3 0.0
C 14.8866 21.8149 21.7670 -1.4 0.1 -1.0
C 15.5015 21.3839 23.0676 -0.2 -0.2 0.0
C 15.6091 22.5503 24.0411 -0.5 -0.5 0.6
C 16.3633 23.6732 23.3932 -0.7 1.1 -0.4
C 14.2489 24.7057 22.5858 -0.2 0.6 0.6
H 17.6138 27.7572 20.8322 -0.1 0.2 0.5
H 18.5485 27.2533 22.2491 -0.2 -0.2 -0.2
H 17.5358 28.6279 22.4329 -0.5 -0.3 -0.4
H 15.5120 27.2456 22.0717 -0.4 -0.1 0.6
H 16.5156 26.5221 23.4240 -0.4 0.1 0.0
H 17.4072 24.9747 21.3295 -0.5 0.0 0.3
H 15.9213 25.6021 20.5891 0.1 -0.3 0.0
H 16.4880 22.8653 20.8928 1.4 0.0 -0.5
H 14.9327 23.4095 20.3179 0.2 0.1 0.1
H 14.9090 21.0417 20.9788 0.6 0.1 0.3
H 13.7833 21.9143 21.8357 0.4 0.3 0.4
H 16.4990 20.9973 22.8781 0.2 -0.2 0.0
H 14.8876 20.5793 23.4524 0.1 -0.2 0.3
H 16.1290 22.2116 24.9697 -0.4 0.5 -0.6
H 14.5942 22.9130 24.3231 0.7 -0.4 0.1
H 17.3140 23.3742 22.9896 0.4 -0.3 -0.2
H 16.5306 24.5139 24.0575 -0.1 0.1 0.1
H 14.3499 25.3000 23.5228 -0.2 -0.2 -1.0
H 13.6310 23.8569 22.7979 -0.3 -0.3 0.1
H 13.7980 25.2377 21.7548 0.0 0.4 0.1
C 27.0595 19.9815 20.1289 0.4 1.3 0.5
C 26.0553 19.6866 19.0166 -1.1 -1.1 0.4
C 25.3428 20.9641 18.6661 0.8 2.4 -0.1
N 24.1434 20.9201 17.7192 -0.8 0.9 2.5
C 23.6861 22.3784 17.4209 -1.5 -0.5 -0.2
C 24.6704 23.1700 16.5678 1.1 -1.1 0.2
C 25.1604 22.3483 15.3579 -2.6 0.5 -0.5
C 25.5006 20.9298 15.6731 0.3 -0.7 -1.3
C 24.3730 20.2387 16.4165 1.0 -0.4 0.7
C 23.0388 20.1294 18.5020 -0.8 0.8 -0.8
H 26.8567 19.4813 21.0649 -0.5 0.0 0.3
H 27.1785 21.0954 20.3259 -0.3 -1.3 -0.2
H 28.0554 19.6574 19.9037 0.5 -0.2 -0.5
H 25.2992 18.9209 19.3185 0.7 0.5 0.2
H 26.5411 19.2135 18.1702 0.2 0.3 -0.4
H 26.1151 21.6768 18.2623 -0.8 -0.7 -0.1
H 25.0208 21.5542 19.5730 -0.2 -1.1 -0.7
H 23.2859 22.8865 18.3243 1.0 -0.5 -0.1
H 22.7460 22.2085 16.8866 0.1 0.0 -0.4
H 25.5276 23.4267 17.1725 0.3 0.4 0.3
H 24.2504 24.0861 16.1886 -0.4 0.3 0.2
H 25.8697 22.8691 14.7407 0.7 0.2 0.2
H 24.2632 22.3081 14.7192 0.1 0.0 -0.2
H 26.3700 20.9507 16.2595 1.3 -0.3 1.2
H 25.8785 20.4145 14.7520 -0.9 0.1 0.7
H 24.5256 19.1991 16.6944 0.5 -0.2 -0.3
H 23.4207 20.2648 15.9481 -0.8 0.2 -0.8
H 22.3436 19.7225 17.7653 0.2 0.2 -0.1
H 22.3708 20.7518 19.1756 1.4 -0.4 -0.7
H 23.5056 19.2780 18.9819 0.1 0.3 0.3
C 17.1778 12.7117 33.9459 1.5 -0.6 4.5
C 16.4451 13.7502 33.3262 -6.1 -1.8 -1.5
C 15.5402 12.8533 31.4904 5.3 -3.9 3.7
C 14.7704 12.0332 32.2597 -2.5 -2.7 1.3
C 13.3383 12.1952 32.5782 3.1 -0.9 0.9
C 13.5409 13.0287 34.9413 1.5 0.2 -4.9
N 15.0334 13.9335 34.2216 -0.9 -3.7 -1.3
O 15.2446 14.6654 35.0757 1.3 4.6 3.5
C 13.9899 11.7701 35.3410 2.9 -3.2 0.3
C 12.3853 13.8344 35.0891 -1.8 1.0 3.4
C 16.5883 14.9591 32.5951 2.5 3.3 1.1
H 17.5393 13.2446 35.0211 -0.2 -1.4 -2.5
H 18.0039 12.1868 33.4528 0.1 0.7 -0.1
H 16.5423 11.8851 34.3753 0.4 1.1 -0.7
H 16.6344 12.6148 31.2290 -2.2 0.1 0.1
H 15.1106 13.6113 31.1024 -2.6 5.3 -3.1
H 15.4465 11.1771 32.7201 -2.3 1.2 -0.9
H 7.6011 4.0720 21.0367 0.0 0.0 0.0
H 12.7211 11.3997 32.9530 0.6 -0.8 0.3
H 12.6486 12.9854 32.4588 0.2 1.4 -1.4
H 14.8816 11.8318 35.9792 -0.2 0.4 1.0
H 14.5692 11.1559 34.5564 -1.7 0.8 0.7
H 13.2821 11.1104 35.8474 -0.3 0.2 -0.1
H 12.3621 14.2475 36.3445 -0.1 -1.0 -3.5
H 11.4418 13.1753 34.9745 1.3 0.9 0.3
H 12.2825 14.7009 34.4165 0.3 -0.3 0.5
H 15.6949 15.5211 32.3143 -0.2 -0.9 -0.3
H 17.2666 14.7277 31.7694 -0.1 0.7 -0.1
H 17.0569 15.7576 33.2802 0.1 -0.9 -0.9
C 17.9761 18.7219 20.8755 -0.9 -1.9 0.1
C 19.2593 18.1001 21.3713 1.5 0.4 0.4
C 18.9996 17.0050 22.4715 0.7 1.4 -0.2
C 18.2762 15.7811 21.9665 -1.2 0.1 0.0
C 19.1115 15.1173 20.8994 1.2 -1.4 -0.7
C 19.2958 15.9874 19.6511 -1.1 0.2 -0.5
N 19.9347 17.2800 20.2093 -13.0 -2.8 4.0
O 20.9315 17.4897 19.8912 13.1 3.5 -4.0
C 17.9037 16.2296 19.0002 -0.1 0.2 1.0
C 20.2216 15.5168 18.5434 -1.7 -2.3 -0.2
C 20.3345 19.1917 21.7395 -1.0 -1.6 0.0
H 17.8460 19.6941 21.2741 -0.1 0.9 0.5
H 17.2086 18.0313 21.2613 -0.3 0.8 -0.2
H 17.8459 18.7610 19.8056 0.2 0.2 -0.4
H 18.5033 17.5136 23.3027 -0.3 -0.1 -0.2
H 19.9703 16.7052 22.8798 0.1 -0.1 -0.1
H 17.2217 15.9535 21.5996 1.1 0.1 0.5
H 18.1479 15.1625 22.8537 0.0 -0.4 -0.2
H 18.5819 14.2688 20.3834 0.6 0.1 1.2
H 20.1453 14.8412 21.3189 -1.5 0.0 -0.7
H 18.0458 17.0513 18.3495 -0.2 0.6 -1.2
H 17.1849 16.5566 19.7299 -0.3 0.1 0.3
H 17.3829 15.3792 18.5164 1.1 0.1 0.1
H 20.0369 16.0884 17.6225 0.6 0.1 0.5
H 19.7877 14.4947 18.3078 0.5 0.9 0.2
H 21.2379 15.3204 18.8359 0.5 0.4 0.0
H 19.9766 19.8277 22.5098 -1.0 0.5 0.8
H 20.4990 19.8564 20.9012 0.5 -0.2 -0.3
H 21.1773 18.7169 22.2258 0.7 0.0 -0.5
N 23.0119 16.8520 23.4092 -0.7 1.4 1.0
S 23.5612 15.7026 22.5954 1.0 -1.2 -1.0
O 22.5249 15.2650 21.6859 0.9 -0.2 0.0
O 24.3563 14.7253 23.3218 -0.7 1.0 -1.3
F 24.5938 16.5447 21.6269 -0.6 -1.1 0.7
S 23.2040 17.0995 24.9403 0.0 0.6 0.1
O 22.4564 18.2540 25.2938 -0.6 0.2 0.1
O 24.5187 17.0154 25.4599 0.9 -0.3 0.0
F 22.4658 15.8726 25.5562 -0.4 -0.3 0.2
N 18.3534 20.5903 17.4135 1.0 -2.2 -2.6
S 18.7509 21.7863 18.3509 1.2 -2.5 -2.6
O 19.8436 21.3684 19.1341 1.4 0.7 1.8
O 17.5452 22.2665 18.8292 -2.7 1.5 2.3
F 19.2527 22.9674 17.4730 0.6 0.1 -0.4
S 19.4526 19.6940 16.5507 1.7 4.1 1.3
O 19.4532 18.3001 16.8098 -0.4 -0.7 0.6
O 20.7828 20.3576 16.4495 -2.8 -1.3 -0.1
F 18.8269 19.7712 15.1201 -0.2 0.2 -0.1
N 14.0522 16.1107 23.5877 -0.9 0.1 -1.1
S 15.0940 16.4303 24.6897 3.3 2.6 -3.0
O 16.4381 16.6143 24.1664 -1.2 -0.3 0.3
O 14.8888 15.5959 25.7563 -0.8 -2.5 3.3
F 14.7601 17.8789 25.1884 -0.5 0.2 0.0
S 14.0019 16.8817 22.2206 -2.4 -3.0 -1.0
O 14.7665 16.3760 21.1451 1.3 -1.0 -0.4
O 13.8244 18.2467 22.2606 0.0 4.2 0.9
F 12.4668 16.4006 21.7265 1.3 0.1 0.9
```
Positions in Å, forces in eV/Å.